No. 1
The following is a DFT calculation (ωB97M-V with the def2-TZVPD basis set) of C25H21B2CaF4N6O9S5 as an isolated structure.

Results
- E_tot: -5089.104769 hartree
- Gap between HOMO and LUMO: 6.70 eV
- Total charge: -1
- HOMO level: -0.2403 Ha

Structure (XYZ):
```
73
Properties=species:S:1:pos:R:3:forces:R:3:mulliken_charge:R:1
Ca 0.458 -0.226 0.586 -0.39 -0.17 0.04 1.9950
C 4.684 1.085 2.499 0.00 -0.01 0.00 -1.8185
C 3.486 0.451 1.862 0.00 -0.03 0.02 0.1311
N 2.321 0.989 1.852 0.06 0.05 -0.06 0.4354
O 2.282 2.241 2.369 0.01 0.00 0.02 -0.3712
B 0.963 2.911 2.528 -0.01 -0.02 0.02 0.3813
F 1.276 4.248 2.755 -0.02 -0.02 -0.01 -0.3667
F 0.280 2.384 3.642 0.00 -0.05 0.00 -0.3484
O 0.035 2.799 1.364 0.05 0.11 -0.08 -0.7179
N 0.428 2.108 0.239 -0.02 0.07 0.05 1.2128
C 1.110 2.707 -0.654 -0.07 -0.03 -0.02 0.1749
C 1.477 4.151 -0.635 0.02 -0.01 0.01 -1.9929
C 1.599 1.807 -1.746 -0.01 -0.03 0.00 0.0982
N 1.740 0.583 -1.394 0.14 -0.01 -0.02 0.5767
O 2.179 -0.257 -2.360 -0.09 -0.04 -0.06 -0.3700
B 3.067 -1.400 -1.948 0.03 0.05 0.02 0.6600
F 4.378 -0.896 -1.912 0.02 0.02 0.03 -0.3725
F 2.915 -2.382 -2.907 0.00 0.02 -0.01 -0.3817
O 2.750 -2.067 -0.635 -0.01 -0.09 0.00 -0.6137
N 2.627 -1.192 0.424 -0.01 0.09 -0.03 0.4671
C 3.678 -0.766 1.005 0.01 -0.02 0.05 0.6364
C 5.057 -1.295 0.778 0.00 0.00 -0.03 -2.1490
C 1.957 2.309 -3.105 0.01 0.01 0.00 -1.4467
H 4.378 1.926 3.111 0.00 0.00 0.00 0.4227
H 5.379 1.439 1.735 0.01 0.01 0.01 0.2916
H 5.216 0.358 3.114 0.00 -0.01 -0.01 0.4065
H 1.156 4.607 0.297 -0.01 0.00 0.01 0.3852
H 0.998 4.656 -1.475 -0.01 0.02 0.00 0.4959
H 2.558 4.266 -0.740 0.00 0.00 -0.01 0.3409
H 5.000 -2.234 0.236 -0.01 0.01 0.00 0.3757
H 5.558 -1.439 1.736 0.00 -0.01 0.01 0.5917
H 5.646 -0.602 0.178 0.01 0.01 0.02 0.2953
H 1.985 3.395 -3.136 0.01 0.00 -0.01 0.4919
H 1.223 1.960 -3.835 0.01 0.01 0.01 0.1210
H 2.920 1.894 -3.403 0.00 0.01 -0.01 0.3628
O -4.086 -3.845 -5.407 0.14 -0.05 -0.14 -0.5559
C -3.239 -3.257 -4.800 -0.29 0.09 0.30 0.5887
S -2.255 -3.997 -3.529 0.08 -0.01 -0.06 -0.0844
C -1.345 -2.574 -3.046 -0.02 -0.03 0.03 0.1272
C -1.686 -1.324 -3.801 0.01 0.04 -0.07 0.0316
S -0.985 0.104 -3.568 -0.07 0.02 0.07 -0.0570
S -2.940 -1.516 -5.005 0.07 -0.02 -0.05 -0.0994
S -0.256 -2.658 -1.876 0.07 -0.05 0.03 0.0018
S -1.731 -1.349 4.944 0.00 0.00 0.00 -0.3140
C -0.775 -0.484 3.796 -0.04 0.00 0.01 -0.3894
N -0.311 -1.178 2.811 0.11 0.00 -0.02 0.0574
C -0.700 -2.508 2.913 -0.02 -0.01 -0.05 -0.4704
C -0.371 -3.515 2.006 0.01 0.01 0.01 -0.0322
C -0.844 -4.788 2.234 0.01 0.00 -0.01 -0.8755
C -1.639 -5.071 3.353 0.00 0.00 0.00 -0.4242
C -1.969 -4.085 4.259 0.00 0.00 0.00 -0.5611
C -1.490 -2.798 4.027 -0.01 0.00 -0.01 0.6657
H -0.592 0.579 3.906 0.01 -0.01 0.00 0.5780
H 0.241 -3.298 1.138 0.00 -0.01 0.01 0.3575
H -0.606 -5.578 1.534 0.00 0.00 0.00 0.4274
H -2.005 -6.078 3.505 0.00 0.00 0.00 0.3701
H -2.589 -4.303 5.118 0.00 0.00 0.00 0.3838
O -3.623 -1.573 0.851 -0.01 -0.02 0.02 -0.7695
C -2.910 -0.779 0.249 0.02 -0.09 0.00 -0.3031
O -1.643 -0.847 0.105 0.10 0.26 0.00 -0.2725
C -3.588 0.410 -0.433 0.05 0.00 0.00 0.0094
C -4.974 0.451 -0.506 -0.03 0.00 0.00 -0.6390
C -5.626 1.500 -1.142 -0.01 -0.02 0.01 -0.5452
C -4.898 2.528 -1.716 0.01 0.01 -0.01 -0.6680
C -3.517 2.473 -1.631 0.00 0.00 0.06 -0.4661
C -2.848 1.442 -0.996 0.01 -0.05 -0.01 0.8455
N -2.732 3.545 -2.263 0.02 -0.11 -0.22 1.0249
O -1.523 3.422 -2.299 0.04 0.03 0.08 -0.5323
O -3.336 4.480 -2.754 0.00 0.06 0.08 -0.6679
H -5.524 -0.362 -0.050 0.01 0.00 0.00 0.5193
H -6.707 1.516 -1.195 0.00 0.00 0.00 0.3879
H -5.372 3.354 -2.224 0.00 0.00 0.00 0.4981
H -1.770 1.443 -0.938 0.02 0.00 -0.02 0.4521
```
Forces are in eV/Å.


No. 2
The following is a DFT calculation (ωB97M-V with the def2-TZVPD basis set) of C25H21BrN4OPS2Se2Ti as an isolated structure in a non-equilibrium geometry.

Results
- E_tot: -10623.852067 hartree
- <S²>: 0.768
- Spin multiplicity: 2
- Gap between HOMO and LUMO (alpha / beta): 5.72 / 6.05 eV
- Total charge: -2
- HOMO level (alpha / beta): -0.0436 / -0.0558 Ha

Structure (XYZ):
```
58
Properties=species:S:1:pos:R:3:forces:R:3:nbo_charge:R:1
Ti -8.939 0.447 -18.333 -0.27 -0.57 -1.35 1.1177
N -10.971 3.282 -15.555 -0.11 1.82 0.94 -0.8185
C -10.396 2.364 -16.374 0.89 -1.24 -1.69 0.3247
S -9.954 2.662 -18.104 -1.00 1.07 2.27 -0.3218
N -10.256 1.212 -15.797 -1.30 -0.01 1.04 -0.4525
N -10.097 0.117 -16.580 0.17 -2.17 1.15 -0.3244
C -10.380 -1.051 -15.980 0.69 3.82 -1.25 0.0955
C -10.014 -2.250 -16.603 0.69 -2.68 -0.78 -0.2297
C -10.366 -3.438 -15.891 0.33 1.24 0.14 -0.1579
C -10.077 -4.708 -16.297 -0.63 -0.28 0.16 -0.2949
C -9.498 -4.880 -17.553 0.17 0.42 -0.23 -0.1957
C -9.145 -3.757 -18.298 0.56 -0.67 -0.52 -0.2805
C -9.276 -2.421 -17.848 -1.12 0.67 -0.38 0.4809
O -8.907 -1.410 -18.657 -0.60 -1.72 1.88 -0.7360
H -10.856 4.265 -15.792 0.14 -0.50 0.05 0.3764
H -10.918 3.066 -14.546 -0.04 0.03 -1.14 0.3872
H -10.863 -1.046 -14.991 0.34 0.13 -0.42 0.1844
H -10.843 -3.303 -14.923 -0.08 0.05 -0.10 0.1820
H -10.450 -5.498 -15.643 0.41 -0.20 -0.40 0.1903
H -9.322 -5.880 -17.960 -0.02 0.37 0.07 0.2016
H -8.722 -3.946 -19.297 -0.04 0.48 0.51 0.2419
Se -5.434 -2.300 -17.883 -0.15 -0.19 -1.32 -0.6040
P -5.284 -3.083 -19.970 -0.86 1.57 1.32 0.9451
Se -6.735 -2.739 -21.548 0.57 0.27 0.34 -0.6119
C -3.607 -2.536 -20.391 0.90 -0.16 0.37 -0.2786
C -3.314 -1.703 -21.444 -0.31 0.20 -1.47 -0.2291
C -1.983 -1.390 -21.768 -0.84 0.31 0.19 -0.2233
C -0.955 -1.796 -20.961 0.88 -1.12 0.53 -0.2359
C -1.204 -2.628 -19.847 -1.28 0.34 -0.45 -0.2387
C -2.548 -2.946 -19.560 1.10 -0.05 0.58 -0.2055
C -5.233 -4.855 -19.742 0.26 -1.23 -0.58 -0.3247
C -5.673 -5.741 -20.734 0.14 -0.58 0.42 -0.1988
C -5.941 -7.075 -20.432 0.11 0.42 0.24 -0.2453
C -5.763 -7.537 -19.129 -0.15 0.20 -0.44 -0.2264
C -5.229 -6.680 -18.178 0.32 -0.85 0.58 -0.2247
C -4.915 -5.371 -18.498 0.23 -0.11 0.97 -0.2132
H -4.140 -1.337 -22.094 0.61 -0.41 0.53 0.2433
H -1.775 -0.829 -22.666 0.00 0.26 -0.05 0.1952
H 0.078 -1.568 -21.224 -0.18 0.05 0.02 0.1892
H -0.388 -3.032 -19.242 -0.32 0.31 -0.08 0.1989
H -2.764 -3.435 -18.594 -0.02 0.00 -0.83 0.2339
H -5.824 -5.439 -21.754 -0.18 0.52 -0.07 0.2354
H -6.340 -7.698 -21.222 0.04 -0.20 0.10 0.1954
H -6.053 -8.544 -18.874 0.02 -0.20 0.12 0.1916
H -5.046 -7.069 -17.157 -0.09 0.38 -0.65 0.1958
H -4.470 -4.739 -17.712 -0.55 -0.17 -0.62 0.2529
S -10.483 0.590 -20.394 0.15 0.06 -0.62 -0.2522
C -8.938 0.994 -21.073 -0.32 -0.15 0.07 0.1020
C -8.730 1.178 -22.460 0.14 0.38 -0.87 -0.2736
C -7.437 1.320 -22.927 0.27 -0.38 1.01 -0.1583
C -6.375 1.339 -21.982 -0.02 0.38 -0.47 -0.3129
C -6.650 1.260 -20.631 -1.15 0.12 -0.71 0.0938
N -7.913 1.089 -20.187 -0.06 -0.17 -0.62 -0.5573
H -9.593 1.250 -23.156 0.63 -0.37 0.71 0.2125
H -7.193 1.341 -23.993 -0.24 0.22 0.29 0.1975
H -5.356 1.512 -22.329 -0.19 -0.22 0.18 0.2023
H -5.908 1.374 -19.871 0.42 -0.17 0.38 0.2226
Br -6.950 0.661 -17.023 0.96 0.69 0.94 -0.4635
```
Forces are in eV/Å.


No. 3
The following is a DFT calculation (ωB97M-V with the def2-TZVPD basis set) of a 2-piece molecular cluster, C25H21ClF3NO2 overall in a non-equilibrium geometry.

Results
- E_tot: -1930.155122 hartree
- Gap between HOMO and LUMO: 2.65 eV
- Total charge: 0
- HOMO level: -0.2167 Ha

Structure (XYZ):
```
53
Properties=species:S:1:pos:R:3:forces:R:3:nbo_charge:R:1
C 0.356 7.213 0.553 -0.15 0.31 0.18 -0.6269
C 0.946 5.838 0.751 -0.21 0.20 0.22 -0.0717
O 0.134 5.204 1.766 0.08 -0.25 -0.31 -0.5133
C 0.487 3.929 2.030 0.35 -0.47 0.03 0.7093
C -0.538 3.224 2.861 0.68 1.17 0.24 -0.0506
N -0.171 2.029 3.229 1.05 -0.81 -0.59 -0.4157
C -0.861 1.114 3.815 -1.55 -0.01 0.54 0.0806
C -0.413 -0.232 4.110 0.26 -0.36 -0.09 -0.0239
C -1.370 -1.245 4.383 0.32 0.44 0.01 -0.1904
C -0.974 -2.543 4.660 0.20 -0.42 0.09 -0.2400
C 0.394 -2.864 4.692 -0.06 1.20 -0.43 -0.0330
Cl 0.887 -4.474 5.054 0.03 -0.14 0.06 0.0239
C 1.369 -1.885 4.395 -0.86 0.14 0.10 -0.2293
C 0.955 -0.580 4.083 0.04 -0.69 0.33 -0.1801
O 1.529 3.430 1.644 -0.91 0.45 0.15 -0.5872
H 0.818 7.699 -0.309 -0.07 0.01 0.05 0.2133
H -0.730 7.162 0.411 0.23 -0.08 -0.14 0.2144
H 0.519 7.840 1.437 0.06 -0.10 -0.15 0.2111
H 0.881 5.242 -0.170 0.19 0.06 0.30 0.1875
H 1.987 5.896 1.099 -0.28 -0.18 -0.23 0.1960
H -1.356 3.819 3.287 -0.03 -0.32 -0.15 0.1826
H -1.904 1.351 4.071 -0.08 -0.32 -0.07 0.1471
H -2.433 -0.989 4.351 0.34 -0.11 0.07 0.2201
H -1.709 -3.338 4.854 0.37 0.49 -0.09 0.2323
H 2.422 -2.158 4.438 -0.25 0.13 -0.11 0.2320
H 1.691 0.185 3.851 -0.16 -0.11 0.01 0.2430
F -6.863 1.243 6.956 -0.59 -0.12 -1.02 -0.3267
C -7.352 1.178 5.676 -0.27 -0.33 0.25 0.9741
F -7.157 -0.099 5.231 -0.26 0.95 0.50 -0.3263
F -8.709 1.382 5.744 1.08 -0.31 0.16 -0.3278
C -6.694 2.191 4.781 0.10 -0.29 0.20 -0.1447
C -6.269 1.804 3.505 0.18 0.33 0.00 -0.2024
C -5.587 2.724 2.727 0.35 0.32 0.09 -0.1534
C -5.251 4.032 3.214 -0.78 -0.40 0.04 -0.1157
C -4.446 4.845 2.354 -0.90 0.34 -0.18 -0.1183
C -4.068 6.204 2.595 0.05 0.72 0.20 -0.1194
C -3.907 7.105 1.493 0.14 -0.45 0.16 -0.1643
C -3.449 8.399 1.681 0.02 0.02 0.47 -0.2210
C -3.192 8.862 2.986 -0.07 -0.38 -0.03 -0.1875
C -3.422 8.029 4.095 -0.01 -0.16 -0.38 -0.2358
C -3.866 6.722 3.911 0.23 0.05 -0.53 -0.1264
C -5.880 4.442 4.453 0.31 -0.37 -0.15 -0.1465
C -6.539 3.504 5.247 0.27 0.17 -0.59 -0.1936
H -6.431 0.788 3.137 -0.06 0.42 0.19 0.2409
H -5.272 2.460 1.708 -0.01 0.03 0.57 0.2172
H -4.400 4.515 1.306 0.20 0.02 0.54 0.2120
H -4.176 6.757 0.487 0.30 0.07 0.42 0.2140
H -3.269 9.055 0.822 -0.18 -0.26 0.36 0.2231
H -2.803 9.865 3.137 -0.09 -0.13 -0.02 0.2180
H -3.217 8.383 5.107 -0.10 -0.02 -0.34 0.2209
H -4.023 6.061 4.764 0.35 0.32 -0.26 0.2074
H -5.869 5.492 4.777 0.10 -0.70 -0.21 0.2167
H -6.926 3.785 6.232 0.05 -0.08 -0.45 0.2341
```
Forces are in eV/Å.


No. 4
The following is a DFT calculation (ωB97M-V with the def2-TZVPD basis set) of a 5-piece molecular cluster, C25H21F32O8 overall in a non-equilibrium geometry.

Results
- E_tot: -4763.012473 hartree
- Gap between HOMO and LUMO: 6.77 eV
- Total charge: -1
- HOMO level: -0.1949 Ha

Structure (XYZ):
```
86
Properties=species:S:1:pos:R:3:forces:R:3:mulliken_charge:R:1
O -2.912 -3.877 -2.622 0.28 0.22 0.17 -0.6654
C -3.795 -4.222 -3.369 0.10 -0.31 -0.11 0.5578
C -3.750 -5.341 -4.397 -0.65 -0.14 -0.53 -0.7002
C -4.954 -4.932 -5.274 0.59 0.49 0.67 -0.5780
C -5.882 -4.550 -4.135 0.04 -0.61 0.16 0.3478
C -7.306 -4.083 -4.429 -0.54 0.60 -0.33 0.1705
O -7.602 -2.887 -4.267 0.28 -0.04 0.16 -0.7194
O -8.005 -5.040 -4.819 0.15 -0.09 -0.05 -0.7358
O -4.994 -3.649 -3.378 -0.10 -0.06 0.34 -0.2649
H -2.793 -5.508 -4.878 0.22 0.38 0.04 0.3520
H -4.034 -6.282 -3.922 0.15 -0.05 0.30 0.2834
H -4.682 -3.981 -5.733 -0.16 -0.10 -0.61 0.2895
H -5.323 -5.657 -5.983 -0.15 -0.15 0.00 0.3537
H -5.992 -5.422 -3.486 -0.20 -0.09 0.02 0.1953
C 1.572 -1.024 -3.636 0.12 -0.17 -0.49 -0.9272
C 1.412 0.266 -2.816 -0.37 -0.16 0.06 1.0259
C 2.325 0.465 -1.606 0.12 0.13 0.09 0.1366
F 2.114 -0.479 -0.670 0.04 -0.08 0.00 -0.2000
F 2.042 1.667 -1.041 0.04 0.01 -0.02 -0.2955
F 0.129 0.422 -2.443 0.05 0.02 0.02 -0.2139
F 1.726 1.296 -3.661 0.13 0.03 -0.06 -0.3404
O 0.644 -2.056 -3.384 -0.06 0.18 0.48 -0.3362
C 0.879 -3.039 -2.451 0.05 0.04 -0.33 0.6582
C -0.169 -3.016 -1.338 -0.34 0.02 0.25 0.8525
F -0.124 -1.832 -0.682 0.09 -0.01 -0.04 -0.1424
F 0.124 -3.993 -0.444 0.09 -0.03 -0.03 -0.2813
F 2.135 -2.978 -1.957 0.00 0.10 0.05 -0.2943
F 0.764 -4.224 -3.084 0.06 -0.08 0.00 -0.2920
H 1.357 -0.719 -4.659 -0.03 0.04 0.01 0.4242
H 2.601 -1.383 -3.628 0.02 0.05 0.23 0.3244
H 3.379 0.456 -1.896 -0.02 -0.01 -0.04 0.2402
H -1.170 -3.174 -1.737 0.02 -0.05 -0.13 -0.1785
C 1.382 1.274 2.379 -0.13 -0.01 -0.68 -0.4611
C 1.822 0.177 3.361 0.30 0.28 -0.02 0.9635
C 0.878 -0.193 4.508 -0.07 -0.19 0.03 0.1445
F 0.687 0.846 5.346 0.02 0.09 -0.04 -0.2298
F 1.437 -1.202 5.217 -0.01 0.04 -0.01 -0.2808
F 3.050 0.470 3.849 -0.05 0.01 0.04 -0.2613
F 1.938 -0.960 2.621 -0.08 -0.08 -0.04 -0.3140
O 1.937 2.573 2.557 -0.12 -0.04 0.84 -0.3307
C 1.323 3.496 3.380 -0.16 -0.15 -0.53 0.8163
C 2.225 3.931 4.540 0.09 0.03 0.06 0.5153
F 2.545 2.873 5.309 -0.04 -0.03 0.01 -0.2243
F 1.546 4.823 5.297 0.00 0.00 0.02 -0.2965
F 0.132 3.065 3.823 0.04 -0.07 0.10 -0.2989
F 1.094 4.599 2.636 0.02 0.10 -0.02 -0.3330
H 1.779 0.959 1.416 0.04 -0.06 0.03 -0.3279
H 0.300 1.306 2.254 -0.05 0.01 0.24 0.6919
H -0.085 -0.531 4.117 0.00 0.03 -0.01 0.1983
H 3.136 4.394 4.163 -0.01 0.05 -0.01 0.0128
C 6.556 4.692 -0.347 0.14 -0.27 -0.49 -0.7853
C 6.394 6.141 0.140 -0.32 -0.16 0.13 0.9014
C 7.398 6.665 1.169 0.10 0.17 -0.01 0.0666
F 7.312 5.985 2.328 -0.03 -0.08 -0.01 -0.2109
F 7.119 7.965 1.423 0.00 -0.04 -0.01 -0.2660
F 5.137 6.346 0.578 0.06 0.00 0.02 -0.2513
F 6.581 6.926 -0.962 0.10 0.02 -0.07 -0.3364
O 5.710 3.715 0.226 -0.08 0.30 0.45 -0.2825
C 6.060 3.013 1.352 0.07 -0.01 -0.36 0.6276
C 5.053 3.246 2.478 -0.13 -0.04 0.14 0.7338
F 5.021 4.559 2.814 0.08 0.01 -0.05 -0.2754
F 5.436 2.549 3.570 0.05 -0.01 -0.02 -0.2915
F 7.322 3.268 1.744 -0.03 0.08 0.03 -0.3052
F 5.996 1.699 1.044 0.05 -0.09 0.00 -0.2855
H 6.248 4.722 -1.391 -0.03 0.04 0.00 0.3916
H 7.601 4.382 -0.342 0.04 0.09 0.21 0.3299
H 8.418 6.598 0.781 -0.01 -0.03 0.01 0.2767
H 4.055 2.931 2.174 0.08 -0.02 -0.05 -0.0479
C -4.327 -2.589 0.182 0.42 -0.21 -0.47 -0.9076
C -5.671 -3.107 0.712 0.15 0.17 0.27 0.9792
C -6.946 -2.443 0.188 -0.15 -0.14 -0.21 0.0672
F -6.993 -1.141 0.548 0.11 0.05 0.05 -0.2413
F -8.013 -3.064 0.749 0.03 0.03 0.03 -0.2802
F -5.667 -3.105 2.068 -0.04 0.04 -0.03 -0.3016
F -5.757 -4.406 0.312 0.00 -0.08 -0.08 -0.3065
O -3.589 -1.707 1.022 -0.45 0.20 0.33 -0.3688
C -3.738 -0.351 0.981 0.11 -0.39 -0.22 0.8433
C -4.202 0.193 2.336 -0.03 0.05 0.12 0.2858
F -5.401 -0.318 2.671 -0.03 0.03 -0.04 -0.2441
F -4.319 1.540 2.255 0.01 0.02 0.02 -0.2734
F -4.530 0.067 -0.014 -0.06 -0.03 0.04 -0.2812
F -2.507 0.187 0.770 0.11 0.10 -0.04 -0.2362
H -3.694 -3.472 0.122 -0.01 -0.02 0.00 0.2807
H -4.412 -2.218 -0.839 -0.16 0.12 0.04 0.5078
H -7.014 -2.531 -0.900 0.01 0.03 -0.02 0.3176
H -3.475 -0.061 3.110 0.02 -0.01 -0.02 0.1386
```
Forces are in eV/Å.